No. 1
8
Properties=species:S:1:pos:R:3:lowdin_charge:R:1 method="wB97M-V/def2-TZVPD" smiles="N#CNO[SiH]=O" lumo_energy_ev=-0.15 homo_ha=-0.367 orbital_gap_ev=9.85
C -0.279 1.230 -1.209 -0.369
N -0.492 2.345 -1.030 0.155
N -0.054 -0.056 -1.343 -0.021
O 0.177 -0.766 -0.068 -0.290
O -0.135 0.404 2.681 -0.336
Si 0.150 -0.683 1.692 0.647
H 0.535 -2.066 1.645 0.005
H 0.099 -0.408 -2.369 0.211

=====

No. 2
8
Properties=species:S:1:pos:R:3:lowdin_charge:R:1 method="wB97M-V/def2-TZVPD" smiles="[H]/N=C(/O)ON=O" lumo_energy_ev=-0.66 homo_ha=-0.393 orbital_gap_ev=10.05
C 0.166 -0.259 -0.128 -0.513
N -0.274 0.890 -0.004 0.191
N 2.828 -0.219 0.127 0.024
O 1.488 -0.714 0.266 -0.065
O 2.974 0.488 -0.807 0.069
O -0.703 -1.206 -0.542 0.093
H 0.300 1.674 0.252 0.066
H -0.494 -2.006 -0.007 0.135

=====

No. 3
8
Properties=species:S:1:pos:R:3:lowdin_charge:R:1 method="wB97M-V/def2-TZVPD" smiles="O=NC[N+](=O)[O-]" lumo_energy_ev=-0.92 homo_ha=-0.371 orbital_gap_ev=9.18
C 0.646 -0.014 -0.003 -0.053
N 0.412 1.468 -0.331 0.018
N -0.629 -0.774 0.046 -0.413
O -0.849 -1.617 -0.791 0.090
O -0.674 1.951 -0.173 0.051
O -1.349 -0.389 0.939 0.081
H 1.268 -0.553 -0.610 0.095
H 1.175 -0.072 0.925 0.131

=====

No. 4
8
Properties=species:S:1:pos:R:3:lowdin_spin:R:1 method="wB97M-V/def2-TZVPD" s_squared=2.01 lumo_energy_ev="0.61 / -2.07" multiplicity=3 homo_ha="-0.256 / -0.402" orbital_gap_ev="7.57 / 8.87"
C 1.020 -3.436 -0.477 0.014
N -0.420 0.450 0.692 0.756
N 0.125 0.081 -0.387 0.487
O 1.421 -4.172 0.293 0.012
O 0.711 -2.562 -1.177 0.028
O 1.041 -0.702 -0.560 0.673
H 0.107 0.015 1.384 0.034
H -0.165 0.530 -1.398 -0.004

=====

No. 5
9
Properties=species:S:1:pos:R:3:lowdin_spin:R:1 method="wB97M-V/def2-TZVPD" s_squared=2.01 lumo_energy_ev="4.30 / 2.38" total_charge=-1 multiplicity=3 homo_ha="-0.150 / -0.171" orbital_gap_ev="8.40 / 7.05"
C -1.089 -0.672 0.830 0.026
N -1.026 -0.869 1.961 0.001
N -1.270 1.844 -0.432 0.700
O 0.812 -2.203 -1.046 0.574
O -2.579 -1.684 -1.216 0.093
O -1.844 0.813 -1.029 0.329
P -1.410 -0.815 -0.965 0.248
H 1.616 -1.772 -1.496 -0.006
H -0.980 1.578 0.439 0.035

=====

No. 6
10
Properties=species:S:1:pos:R:3:lowdin_charge:R:1 method="wB97M-V/def2-TZVPD" lumo_energy_ev="6.88 / 6.88" total_charge=-2 homo_ha="0.043 / 0.043" orbital_gap_ev="5.71 / 5.72"
C -2.713 0.696 0.773 -0.423
N -3.638 0.682 1.498 -0.104
N 1.784 -0.543 -0.900 -0.296
O -1.296 -0.174 -1.289 -0.623
O -0.282 1.782 -0.001 -0.595
O 2.561 -1.042 1.605 -0.631
P 1.606 -1.465 0.568 0.546
P -0.875 0.394 0.072 0.175
H 2.115 0.366 -1.082 -0.020
H 0.739 -0.695 -1.242 -0.029

=====

No. 7
9
Properties=species:S:1:pos:R:3:lowdin_charge:R:1 method="wB97M-V/def2-TZVPD" lumo_energy_ev="6.62 / 6.62" total_charge=-2 homo_ha="0.031 / 0.031" orbital_gap_ev="5.78 / 5.78"
C -1.982 1.064 -0.103 -0.928
N -1.174 -0.058 -0.485 -0.249
N 2.526 -0.113 0.500 -0.321
O -2.708 0.933 0.893 -0.125
O -1.938 2.106 -0.784 -0.121
O -0.110 -2.219 -0.516 -0.637
S -0.236 -0.964 0.303 0.804
H 2.377 0.192 -0.449 -0.244
H 3.244 -0.941 0.641 -0.180

=====

No. 8
9
Properties=species:S:1:pos:R:3:lowdin_charge:R:1 method="wB97M-V/def2-TZVPD" lumo_energy_ev=6.55 total_charge=-2 homo_ha=0.020 orbital_gap_ev=6.02
C -2.231 0.255 -0.162 -0.736
N 0.253 -0.080 0.840 -0.377
N 2.467 -0.889 -0.597 -0.381
O -2.344 1.502 0.015 -0.190
O -3.113 -0.568 -0.274 -0.139
O 2.417 1.469 0.240 -0.584
S 1.700 0.122 0.419 0.476
H 1.905 -1.745 -0.536 -0.085
H -1.055 -0.065 0.054 0.015

=====

No. 9
9
Properties=species:S:1:pos:R:3:lowdin_charge:R:1 method="wB97M-V/def2-TZVPD" lumo_energy_ev=-1.09 homo_ha=-0.322 orbital_gap_ev=7.66
C 1.023 -1.214 -0.178 0.121
N 1.851 0.691 0.855 0.062
N 1.417 -0.142 0.128 -0.223
O -1.991 1.702 -0.260 -0.224
O -1.380 -0.405 -1.495 -0.268
O -1.887 -0.403 0.918 -0.226
S -1.823 0.304 -0.294 0.666
H 0.988 -2.194 -0.293 0.035
H 1.802 1.662 0.619 0.059

=====

No. 10
9
Properties=species:S:1:pos:R:3:lowdin_charge:R:1 method="wB97M-V/def2-TZVPD" smiles="N#C[Si@@H](O)[N+](=O)[O-]" lumo_energy_ev=-0.09 homo_ha=-0.400 orbital_gap_ev=10.80
C -1.490 -0.527 -0.805 -0.249
N -2.282 -1.243 -1.171 0.092
N 1.459 -0.554 -0.174 -0.446
O 1.912 -0.853 -1.227 0.039
O 1.936 -0.811 0.949 -0.004
O -0.437 0.978 1.357 -0.083
Si -0.137 0.611 -0.107 0.594
H -1.005 0.577 1.953 0.055
H 0.044 1.822 -0.776 0.003

=====

No. 11
9
Properties=species:S:1:pos:R:3:lowdin_charge:R:1 method="wB97M-V/def2-TZVPD" lumo_energy_ev=0.23 homo_ha=-0.399 orbital_gap_ev=11.08
C -0.666 -0.693 0.334 -0.397
N -1.479 -0.028 -0.488 0.189
N 1.629 0.507 -0.037 -0.505
O -0.499 -1.744 0.766 0.223
O 1.698 -0.420 -0.769 0.102
O 2.467 1.265 0.300 0.118
O 0.518 0.599 0.773 -0.026
H -2.396 -0.485 -0.504 0.142
H -1.272 1.000 -0.377 0.154

=====

No. 12
9
Properties=species:S:1:pos:R:3:lowdin_charge:R:1 method="wB97M-V/def2-TZVPD" lumo_energy_ev="-1.24 / -1.24" homo_ha="-0.358 / -0.358" orbital_gap_ev="8.50 / 8.50"
C 1.794 -0.652 0.111 -0.186
N 0.134 0.236 -0.669 0.048
N 2.994 0.172 -0.011 -0.374
O 3.655 0.271 0.993 0.130
O 1.754 -1.718 0.551 0.210
O 3.145 0.728 -1.083 0.108
O -0.731 -0.415 0.178 -0.136
H 0.283 1.168 -0.292 0.071
H -0.780 -1.356 -0.165 0.128

=====

For reference, energy above the lowest of the compared OMol25 structures with the same formula, charge and spin by record: 6.2, 42.4, 92.9, 19.9, 31.6, 32.8, 36.5, 60.2, 102.5, 13.9, 37.3, 98.0 kcal/mol.